(1)
{
  "formula": "C21H29F9NO3P2Yb",
  "method": "the ωB97M-V functional and the def2-TZVPD basis",
  "fmax_ev_per_a": 4.01,
  "e_tot_ev": -104445.21480,
  "charge": 0,
  "spin_multiplicity": 2,
  "homo_lumo_gap_ev": [6.88, 6.88],
  "symbols": ["C", "C", "N", "C", "C", "C", "C", "P", "Yb", "P", "C", "C", "C", "C", "C", "C", "C", "O", "O", "H", "H", "H", "C", "C", "H", "H", "H", "H", "C", "C", "H", "H", "H", "H", "H", "H", "H", "H", "H", "H", "H", "H", "H", "H", "H", "H", "H", "H", "H", "H", "H", "H", "F", "C", "F", "F", "C", "O", "C", "F", "F", "F", "C", "F", "F", "F"],
  "xyz": [[3.152, -3.086, 1.320], [2.494, -2.055, 0.636], [1.213, -1.759, 0.929], [0.487, -2.498, 1.784], [1.113, -3.498, 2.537], [2.453, -3.785, 2.296], [3.208, -1.280, -0.472], [2.557, 0.401, -0.879], [-0.015, 0.087, -0.006], [-2.038, -1.509, 0.599], [-0.994, -2.143, 2.033], [-0.776, 1.221, -1.979], [-0.558, 2.539, -1.679], [-1.242, 3.501, -2.477], [-2.107, 3.093, -3.498], [-2.367, 1.735, -3.688], [-1.714, 0.770, -2.865], [3.055, -2.429, -3.075], [0.847, -1.114, -3.907], [4.202, -3.283, 1.111], [0.534, -4.038, 3.282], [2.951, -4.554, 2.869], [3.320, 1.518, 0.331], [3.128, 0.945, -2.512], [-1.513, -3.044, 2.388], [-1.039, -1.400, 2.854], [3.206, -1.897, -1.430], [4.272, -1.168, -0.209], [-3.666, -0.839, 1.036], [-2.643, -2.941, -0.305], [0.102, 2.902, -0.882], [-1.096, 4.559, -2.279], [-2.592, 3.842, -4.141], [-3.068, 1.412, -4.457], [-1.992, -0.278, -2.956], [0.397, -1.393, -2.987], [0.324, -0.346, -4.195], [2.266, -1.962, -3.481], [2.907, -3.381, -3.183], [-0.032, -1.509, -1.816], [4.398, 1.648, 0.193], [2.833, 2.491, 0.182], [3.121, 1.181, 1.358], [4.217, 1.016, -2.604], [2.713, 0.273, -3.278], [2.689, 1.945, -2.643], [-3.398, -3.481, 0.270], [-3.113, -2.516, -1.203], [-1.809, -3.580, -0.599], [-4.380, -1.620, 1.313], [-3.575, -0.094, 1.821], [-4.048, -0.346, 0.128], [-2.157, 3.351, 0.661], [-2.420, 2.926, 1.932], [-2.693, 4.014, 2.689], [-3.551, 2.173, 1.848], [-1.260, 2.017, 2.480], [-1.016, 1.086, 1.510], [0.067, 2.803, 2.663], [0.087, 3.605, 3.749], [1.099, 1.900, 2.772], [0.374, 3.578, 1.572], [-1.634, 1.274, 3.830], [-2.162, 2.096, 4.763], [-2.559, 0.300, 3.580], [-0.558, 0.621, 4.364]],
  "atomic_forces_ev_per_a": [[-0.271, 0.367, -0.006], [0.225, 0.245, -0.128], [-0.247, 0.029, -0.400], [0.145, -0.002, 0.484], [-0.486, 0.118, -0.399], [-0.020, 0.214, -0.159], [0.681, -0.294, -0.088], [-0.418, -0.670, 0.348], [-0.289, 0.028, -2.965], [0.176, -0.198, -0.583], [-0.542, -0.443, 0.651], [1.279, -2.082, 3.185], [-1.289, 1.913, -2.156], [0.474, -0.220, 0.523], [0.116, 0.096, 0.088], [0.372, -0.793, 0.512], [-1.353, 1.750, -1.859], [-0.442, -0.271, -0.769], [-0.574, -0.146, 0.372], [-0.293, -0.042, 0.021], [0.176, 0.016, -0.149], [0.005, -0.043, 0.028], [0.392, 0.387, -0.013], [0.030, -0.021, -0.097], [0.324, 0.103, 0.233], [-0.028, -0.335, -0.471], [-0.282, 0.679, 0.985], [-0.168, -0.184, 0.066], [-0.147, 0.212, 0.606], [0.269, -0.300, -0.248], [-0.020, -0.153, -0.113], [-0.051, 0.038, -0.121], [0.222, -0.365, 0.392], [0.031, 0.117, 0.109], [0.285, 0.007, -0.047], [0.374, 0.626, -0.732], [0.352, -0.365, 0.198], [0.576, -0.428, 0.180], [-0.082, 0.458, -0.102], [-0.038, -0.029, 1.178], [-0.055, -0.053, 0.069], [0.178, -0.108, 0.201], [0.023, 0.068, -0.279], [-0.150, -0.097, 0.088], [0.100, 0.275, 0.303], [0.094, -0.270, -0.070], [0.126, -0.113, -0.050], [0.168, -0.275, 0.128], [-0.189, -0.035, -0.124], [0.132, 0.074, 0.120], [-0.260, -0.139, -0.247], [0.278, -0.124, 0.215], [-0.128, -0.394, 1.663], [-0.643, 0.304, -0.710], [0.317, -0.770, -0.414], [0.694, 0.676, 0.279], [0.400, -0.709, -1.002], [-0.265, 0.727, 1.289], [1.107, 0.576, -0.080], [0.001, -0.603, -0.678], [-0.837, 0.967, 0.047], [-0.504, -0.830, 1.147], [-0.465, -0.355, 0.247], [0.579, -0.578, -0.629], [0.760, 0.917, 0.382], [-0.920, 0.853, -0.448]]
}



(2)
{
  "formula": "C3H5NS",
  "method": "the ωB97M-V functional and the def2-TZVPD basis",
  "fmax_ev_per_a": 3.49,
  "e_above_lowest_kcal_mol": 36.7,
  "e_tot_ev": -15515.28121,
  "smiles": "S=CN1CC1",
  "charge": 0,
  "spin_multiplicity": 1,
  "homo_lumo_gap_ev": 8.92,
  "symbols": ["S", "C", "N", "C", "C", "H", "H", "H", "H", "H"],
  "xyz": [[1.745, 0.191, 0.075], [0.426, -0.763, -0.073], [-0.796, -0.360, -0.461], [-1.185, 0.970, -0.068], [-1.895, -0.309, 0.325], [0.575, -1.844, -0.161], [-1.685, 1.554, -0.807], [-0.602, 1.463, 0.659], [-2.865, -0.509, -0.108], [-1.843, -0.593, 1.333]],
  "atomic_forces_ev_per_a": [[-0.296, -0.267, 0.248], [1.898, -0.877, -1.165], [2.545, 0.986, -1.781], [-1.651, -0.989, -0.249], [-3.138, 0.982, 1.176], [-0.258, 0.051, 0.616], [0.010, 0.359, -0.472], [0.621, 0.371, 0.594], [-0.030, -0.161, -0.287], [0.299, -0.455, 1.320]]
}



(3)
{
  "formula": "C30H21N2O6RuS9",
  "method": "the ωB97M-V functional and the def2-TZVPD basis",
  "fmax_ev_per_a": 6.25,
  "e_above_lowest_kcal_mol": 81.7,
  "e_tot_ev": -146810.41459,
  "charge": -2,
  "spin_multiplicity": 6,
  "homo_lumo_gap_ev": [5.13, 3.95],
  "symbols": ["Ru", "O", "S", "O", "O", "C", "C", "C", "C", "C", "C", "S", "O", "O", "O", "H", "H", "H", "H", "S", "C", "C", "C", "C", "C", "C", "C", "C", "C", "N", "H", "H", "H", "H", "H", "H", "S", "C", "S", "C", "C", "S", "S", "S", "N", "S", "C", "C", "C", "C", "C", "C", "C", "C", "C", "C", "C", "C", "H", "H", "H", "H", "H", "H", "H", "H", "H", "H", "H"],
  "xyz": [[2.635, -0.374, -2.395], [-1.691, 2.308, 1.489], [-0.542, 1.662, 2.093], [-0.283, 0.328, 1.783], [0.699, 2.386, 1.877], [-0.953, 1.794, 3.887], [-0.130, 2.647, 4.551], [-0.181, 2.837, 5.898], [-1.198, 2.222, 6.629], [-2.059, 1.311, 6.015], [-1.901, 1.046, 4.624], [-3.034, -0.256, 3.979], [-4.188, -0.173, 4.841], [-3.312, -0.053, 2.568], [-2.208, -1.476, 4.185], [0.529, 3.165, 3.863], [0.492, 3.589, 6.423], [-1.297, 2.579, 7.598], [-2.858, 0.639, 6.566], [6.087, 1.691, -0.732], [6.665, 0.247, -1.180], [5.824, -0.601, -1.738], [4.538, -0.049, -1.753], [4.487, 1.223, -1.152], [3.395, 2.229, -1.237], [3.461, 3.364, -0.403], [2.353, 4.115, -0.462], [1.273, 3.896, -1.346], [1.264, 2.656, -1.931], [2.191, 1.804, -1.950], [7.741, -0.069, -0.959], [6.049, -1.554, -2.150], [4.219, 3.564, 0.349], [2.069, 4.941, 0.221], [0.374, 4.635, -1.393], [0.303, 2.397, -2.490], [-0.401, -5.746, -6.312], [0.312, -4.417, -5.551], [-0.220, -2.772, -5.497], [1.059, -2.008, -4.532], [1.899, -3.041, -4.061], [3.338, -2.514, -3.053], [1.803, -4.616, -4.624], [1.105, -0.390, -4.358], [0.828, -0.446, -1.038], [-0.355, -1.230, -1.631], [-0.885, -2.547, -0.654], [-1.130, -3.772, -1.292], [-1.597, -4.850, -0.546], [-1.851, -4.735, 0.807], [-1.542, -3.521, 1.421], [-1.149, -2.421, 0.695], [-1.937, -0.200, -1.513], [-2.406, 0.246, -2.796], [-3.549, 1.012, -2.811], [-4.129, 1.496, -1.673], [-3.654, 1.051, -0.449], [-2.491, 0.249, -0.388], [0.660, -0.165, -0.078], [-0.917, -3.975, -2.314], [-1.667, -5.840, -0.976], [-2.298, -5.536, 1.287], [-1.614, -3.342, 2.486], [-1.016, -1.503, 1.292], [-1.933, -0.127, -3.705], [-3.983, 1.475, -3.685], [-4.920, 2.268, -1.702], [-3.963, 1.383, 0.528], [-2.211, -0.138, 0.554]],
  "atomic_forces_ev_per_a": [[-1.331, -0.133, -0.607], [-0.076, -0.107, -0.362], [-0.991, 4.172, 1.123], [-0.051, -4.919, -0.898], [0.577, 1.278, 0.356], [-0.659, -1.955, -0.427], [1.144, 0.884, -0.870], [0.032, 1.344, 1.490], [0.280, -0.367, -1.684], [-0.778, -1.512, -0.149], [-0.516, 0.413, 0.225], [1.981, -1.672, -0.452], [-0.608, 0.144, 0.442], [-0.053, 0.561, 0.190], [-0.727, 0.975, 0.093], [0.455, 0.175, 0.541], [-0.863, -1.051, -0.800], [-0.412, -0.032, 1.981], [1.679, 1.842, -1.081], [-0.332, 2.975, 1.743], [5.865, -2.042, 0.742], [-2.709, -0.805, -1.030], [-1.474, -0.346, -0.314], [-2.381, 2.812, -1.168], [3.443, -4.269, -0.267], [-1.254, 1.130, 0.437], [-0.839, 2.948, 1.784], [-1.202, 1.808, 0.417], [-4.695, -0.596, -2.888], [3.598, -1.349, 0.961], [-1.532, 0.887, -0.335], [0.279, -0.623, -0.096], [0.028, -0.328, -0.277], [1.142, -0.505, -0.086], [1.855, -1.748, 0.033], [1.290, -0.070, 0.732], [0.260, 1.106, 0.386], [0.601, -0.694, 0.183], [-0.271, -0.213, -0.382], [0.527, -5.832, -0.274], [0.901, 4.316, 0.756], [-1.326, 0.270, -0.193], [-1.275, -0.773, -0.732], [0.630, 2.605, 0.655], [1.591, 0.277, 0.608], [-3.116, 0.305, -1.686], [-0.740, -1.291, 0.222], [0.207, -0.283, 0.985], [0.166, -0.088, -0.109], [0.945, 2.050, -0.872], [-0.619, -0.449, 0.662], [0.619, 0.449, 0.867], [1.873, -0.159, -3.668], [0.121, -1.231, 0.952], [0.241, 1.034, -1.388], [-0.570, 0.273, 2.331], [1.183, 0.287, 0.136], [-2.128, -0.102, 0.817], [0.335, 0.408, 0.476], [0.272, 0.367, -0.815], [-0.289, 0.110, -0.410], [-0.472, -1.412, 1.259], [-0.417, -0.234, 0.099], [0.181, -0.382, -0.653], [-0.077, 0.255, 0.197], [0.354, -0.512, -0.744], [0.327, -0.718, -0.116], [-0.525, 0.160, 0.020], [0.324, 0.179, 0.935]]
}